1.
A molecular structure, C17H20Cl5N8O7S4Ta. Source: the OMol25 dataset; level of theory: ωB97M-V/def2-TZVPD.

Output
E: -151714.68329 eV
largest force on an atom: 0.563 eV/Å
HOMO: -8.6681 eV
relative energy (zero: lowest compared OMol25 entry of this formula, charge and spin): 0.2 kJ/mol
lowest unoccupied orbital energy: -0.4 eV
frontier orbital gap: 8.2 eV

Cartesian coordinates (Å):
Ta -1.26093 -0.12754 -0.91221
Cl 2.54611 -6.21499 1.45407
Cl -0.52473 -5.71181 1.67843
Cl 3.02007 -1.72530 -1.50008
Cl -1.78210 -3.20288 0.32774
Cl 4.31539 -4.22351 -0.16547
S -3.68084 1.05781 -0.19635
S -0.03227 3.50308 -2.97215
S -0.53245 -0.32598 1.70881
S 1.87998 2.10108 -0.64943
O 0.16495 -1.42841 -0.94493
O 2.83207 1.36877 -1.44114
O -2.27918 1.66184 -0.24028
O -4.43398 1.32242 -1.38081
O 1.82583 3.53205 -0.82055
O -4.32951 1.31976 1.06069
O -3.15265 -0.43242 -0.22060
N -1.71600 1.85816 2.59090
N 1.34181 -0.19897 -3.86848
N 1.29910 0.60181 -5.05409
N -3.14322 -1.39457 2.76095
N 2.58209 0.75508 5.04269
N -2.89160 -0.04084 2.98505
N -1.14649 1.25008 -2.55197
N 0.35778 1.54748 -0.95593
C -1.80212 0.53335 2.47625
C -0.19792 2.04579 -2.07873
C -2.09383 -1.24254 -2.55368
C 1.65809 2.59212 2.00217
C 1.79828 2.26749 3.33476
C 2.92764 0.22614 2.71669
C 2.78474 0.54953 1.38329
C 1.84202 -4.82811 0.72489
C 2.13109 1.72131 1.02955
C -1.82271 1.78646 -3.62266
C 0.47289 -4.59838 0.83192
C -0.08955 -3.46885 0.25169
C 0.70168 -2.53100 -0.42315
C 2.06305 -2.80110 -0.57165
C 2.63100 -3.93330 0.00715
C -1.34041 2.98393 -4.00001
C 2.41900 1.06907 3.70943
H 1.19769 3.52527 1.69997
H 2.76174 -0.20973 5.26280
H -1.36374 -1.28743 -3.36456
H 1.97619 1.21778 5.69834
H -0.99011 2.29684 2.04704
H 3.17827 -0.09695 0.61168
H 1.77885 -1.07867 -4.10911
H -3.60934 -1.77629 3.57237
H 0.47895 1.19326 -5.00307
H -2.54663 2.40264 2.77087
H 1.90211 0.23495 -3.14025
H 2.11196 1.20442 -5.12144
H -3.72848 -1.49173 1.93649
H -2.32888 -2.25035 -2.20877
H 1.43719 2.94321 4.10092
H -2.64277 1.24636 -4.06589
H 3.43455 -0.68815 3.00133
H -3.69491 0.57064 3.07243
H -1.67387 3.59572 -4.82065
H -3.02093 -0.77592 -2.89326

Table of Löwdin atomic charges, one value per atom, all in e: 1.720, 0.692, 0.703, 0.812, 0.774, 0.702, 0.368, 1.118, 0.732, 0.604, -0.348, -0.324, -0.455, -0.262, -0.329, -0.290, -0.521, 0.141, -0.079, -0.059, 0.039, 0.114, -0.070, -0.152, -0.205, -0.779, -0.754, -0.238, -0.085, -0.032, -0.028, -0.077, -0.707, -0.337, -0.199, -0.691, -0.595, -0.418, -0.583, -0.693, -0.361, -0.317, 0.121, 0.095, 0.017, 0.093, 0.082, 0.076, 0.045, 0.094, 0.020, 0.122, -0.001, 0.063, 0.069, -0.006, 0.116, 0.123, 0.118, 0.136, 0.072, 0.016

2.
2 unconnected molecules or ions with the total composition C2H6Br2O. Source: the OMol25 dataset; level of theory: ωB97M-V/def2-TZVPD.

Output
E: -144303.61826 eV
largest force on an atom: 1.261 eV/Å
HOMO: -10.2778 eV
relative energy (zero: lowest compared OMol25 entry of this formula, charge and spin): 3.4 kJ/mol
SMILES string: CC(Br)Br.O
lowest unoccupied orbital energy: 0.4 eV
frontier orbital gap: 10.7 eV

Cartesian coordinates (Å):
Br 2.65472 -0.54317 0.96429
Br 0.14119 0.59907 2.81377
O -2.55750 -2.60304 4.90448
C 0.97741 0.58253 1.02346
C 0.00000 0.00000 0.00000
H -1.58072 -2.64172 5.01707
H 0.48140 -0.00414 -0.99239
H -2.80186 -3.48878 4.55237
H -0.28278 -1.03440 0.25816
H 1.28743 1.63252 0.84663
H -0.91618 0.61164 -0.05596

Table of Löwdin atomic charges, one value per atom, all in e: 0.537, 0.576, -0.093, -1.101, -0.266, 0.045, 0.070, 0.046, 0.073, 0.038, 0.075

3.
2 unconnected molecules or ions with the total composition CH3NP2. Source: the OMol25 dataset; level of theory: ωB97M-V/def2-TZVPD.

Output
E: -21149.09328 eV
largest force on an atom: 4.437 eV/Å
HOMO (spin up / spin down): -9.3097 / -10.5030 eV
⟨S²⟩: 2.005
lowest unoccupied orbital energy (spin up / spin down): 0.8 / -1.8 eV
2S+1: 3
frontier orbital gap (spin up / spin down): 10.1 / 8.7 eV

Cartesian coordinates (Å):
P -0.35008 -0.14289 -0.15966
P 1.44983 -0.49687 2.31131
N -2.24717 -0.19153 -2.37121
C -1.36482 0.02835 -1.66461
H 0.69561 0.66430 -0.54776
H -1.10167 0.76952 0.30535
H 2.91830 -0.63087 2.12658

Table of Löwdin atomic charges, one value per atom, all in e: 0.671, 0.394, 0.049, -0.550, -0.119, -0.169, -0.277

4.
2 unconnected molecules or ions with the total composition C7H6N2O5. Source: the OMol25 dataset; level of theory: ωB97M-V/def2-TZVPD.

Output
E: -20562.21704 eV
largest force on an atom: 5.702 eV/Å
HOMO (spin up / spin down): -8.1746 / -9.4687 eV
⟨S²⟩: 2.017
lowest unoccupied orbital energy (spin up / spin down): -1.2 / -3.2 eV
2S+1: 3
frontier orbital gap (spin up / spin down): 6.9 / 6.2 eV

Cartesian coordinates (Å):
O -2.36912 2.03051 0.24700
O -1.72832 -1.87950 0.88090
O -1.76507 0.57932 1.75525
O -2.54277 -2.24160 -1.11824
O -3.27229 0.18506 -1.36895
N -2.21486 0.87963 0.63151
N -2.24738 -1.47757 -0.16980
C 2.20047 -0.60529 1.04991
C 0.88578 -0.53852 0.69347
C 2.76412 1.05923 -0.63118
C 1.39465 1.24918 -0.93058
C 0.69444 0.38863 -0.19884
C 3.12346 0.20328 0.40668
C -2.58038 -0.17798 -0.31535
H 1.13535 1.87115 -1.64638
H 3.64585 1.57550 -1.11997
H 4.05246 -0.05262 0.75248
H 0.19231 -1.22026 1.12129
H 2.43207 -1.38352 1.77289
H -3.80078 -0.44462 -1.81209

Table of Löwdin atomic charges, one value per atom, all in e: 0.115, 0.082, 0.097, 0.073, 0.221, -0.287, -0.302, -0.077, -0.119, -0.061, -0.056, -0.011, -0.093, -0.157, 0.054, 0.125, 0.073, 0.079, 0.116, 0.127

Q: Which of these has the highest E?
A: C7H6N2O5